# 1
Entry from OMol25: a structure of composition C5H9NO (ωB97M-V/def2-TZVPD).

Cartesian coordinates (Å):
C 1.18 -0.08 -1.82
N 0.74 0.32 -0.49
C 1.27 -0.39 0.63
C -0.16 -0.59 0.18
C -1.81 0.12 0.45
O -2.68 -0.58 0.00
C -1.60 1.14 1.38
H 2.09 0.48 -2.08
H 0.40 0.16 -2.54
H 1.40 -1.16 -1.88
H 1.94 -1.23 0.45
H 1.49 0.21 1.52
H -0.38 -1.55 -0.27
H -2.45 1.65 1.82
H -0.75 -0.17 1.34
H -0.67 1.68 1.31

ΔE to the lowest compared entry with this formula, charge and spin ... 569.2 kJ/mol
Maximum force ... 0.0094 Eh/bohr
Spin multiplicity ... 1
Gap between HOMO and LUMO ... 9.53 eV


# 2
Entry from OMol25: a structure of composition C39H73N18RbS at a distorted geometry (ωB97M-V/def2-TZVPD).

Cartesian coordinates (Å):
Rb 0.75 -0.25 0.52
C -3.36 0.29 3.02
N -4.53 -0.31 2.45
C -5.50 -0.85 3.36
C -4.86 -0.06 1.16
N -4.05 0.58 0.41
C -4.33 0.98 -0.93
C -3.43 0.35 -2.00
N -1.98 0.52 -1.88
C -1.50 1.49 -0.91
C -1.39 2.98 -1.31
N 0.02 3.28 -1.43
C 0.59 4.24 -0.81
N 1.95 4.22 -0.69
C 2.70 3.00 -0.65
C 2.75 5.41 -0.59
N -0.04 5.34 -0.26
C -1.08 6.04 -0.96
C 0.28 5.83 1.06
C -1.40 0.52 -3.21
C 0.08 0.92 -3.36
N 0.95 -0.20 -3.13
C 2.01 -0.33 -3.84
N 2.51 0.64 -4.70
C 3.18 0.29 -5.93
C 2.79 1.99 -4.26
N 2.65 -1.55 -3.92
C 4.08 -1.62 -3.75
C 1.95 -2.74 -3.50
N -6.13 -0.64 0.82
C -6.08 -1.74 -0.11
C -7.24 0.27 0.63
H -2.94 -0.39 3.76
H -3.58 1.25 3.49
H -2.62 0.45 2.24
H -6.28 -0.12 3.61
H -4.99 -1.15 4.28
H -5.99 -1.73 2.93
H -4.20 2.07 -0.96
H -5.36 0.77 -1.25
H -3.79 0.77 -2.96
H -3.63 -0.73 -2.03
H -0.50 1.19 -0.62
H -2.14 1.40 -0.04
H -1.88 3.59 -0.54
H -1.89 3.17 -2.27
H 3.19 2.90 0.32
H 3.46 2.98 -1.43
H 2.03 2.15 -0.79
H 2.14 6.29 -0.78
H 3.55 5.38 -1.34
H 3.22 5.50 0.39
H -1.19 5.63 -1.96
H -0.82 7.11 -1.04
H -2.05 5.98 -0.44
H 0.96 5.14 1.56
H -0.64 5.90 1.66
H 0.74 6.83 1.02
H -1.97 1.19 -3.88
H -1.51 -0.49 -3.62
H 0.30 1.74 -2.67
H 0.20 1.29 -4.38
H 2.93 -0.73 -6.21
H 4.27 0.39 -5.86
H 2.84 0.97 -6.72
H 2.29 2.21 -3.33
H 2.45 2.70 -5.02
H 3.87 2.13 -4.13
H 4.52 -0.64 -3.85
H 4.52 -2.29 -4.50
H 4.33 -2.00 -2.75
H 0.89 -2.52 -3.44
H 2.12 -3.54 -4.24
H 2.31 -3.10 -2.53
H -5.25 -2.39 0.17
H -5.96 -1.45 -1.16
H -7.02 -2.30 -0.02
H -7.14 1.11 1.31
H -8.17 -0.27 0.87
H -7.34 0.65 -0.40
C -1.10 -2.78 3.77
C -0.19 -1.68 4.34
N 0.87 -1.36 3.41
C 1.96 -2.31 3.37
C 1.63 -3.47 2.47
C 1.99 -4.78 2.80
C 1.63 -5.80 1.94
C 0.88 -5.51 0.82
C 0.55 -4.18 0.58
C -0.29 -3.78 -0.62
N -1.07 -2.59 -0.34
C -2.37 -2.85 0.26
C -2.23 -3.37 1.69
N -1.60 -2.34 2.49
N 0.96 -3.19 1.36
H -1.94 -2.96 4.45
H -0.54 -3.73 3.70
H 0.20 -2.02 5.32
H -0.78 -0.78 4.48
H 1.20 -0.42 3.56
H 2.24 -2.69 4.36
H 2.83 -1.80 2.94
H 2.53 -4.98 3.71
H 1.90 -6.83 2.17
H 0.55 -6.29 0.15
H -0.91 -4.64 -0.91
H 0.40 -3.56 -1.44
H -1.19 -2.02 -1.17
H -2.96 -3.57 -0.33
H -2.91 -1.90 0.29
H -1.65 -4.31 1.68
H -3.21 -3.60 2.11
H -0.80 -1.99 1.97
N 1.61 4.01 3.68
C 1.62 2.73 3.17
S 0.12 1.96 3.10
N 2.82 2.28 2.88
N 2.97 1.18 2.14
C 4.17 0.70 2.09
C 4.52 -0.44 1.30
C 5.85 -0.90 1.27
C 6.16 -2.04 0.57
C 5.14 -2.72 -0.09
C 3.86 -2.18 -0.03
N 3.55 -1.08 0.61
H 0.78 4.24 4.21
H 2.48 4.34 4.08
H 4.97 1.16 2.68
H 6.62 -0.36 1.80
H 7.17 -2.41 0.53
H 5.33 -3.64 -0.62
H 3.04 -2.68 -0.53

ΔE to the lowest compared entry with this formula, charge and spin ... 100.6 kJ/mol
Maximum force ... 0.0294 Eh/bohr
Spin multiplicity ... 1
Gap between HOMO and LUMO ... 7.06 eV


# 3
Entry from OMol25: a cluster of 9 separate species, C4H29N3O8 in total at a distorted geometry (ωB97M-V/def2-TZVPD).

Cartesian coordinates (Å):
C -3.03 -0.22 -1.84
C -1.65 -0.40 -2.49
C -0.62 -1.03 -1.61
C -0.54 -2.33 -1.31
N 0.29 -2.92 -0.41
N 0.29 -0.07 -0.93
N -3.16 0.89 -0.81
H -3.80 -0.04 -2.59
H -3.43 -1.16 -1.44
H -1.83 -1.03 -3.37
H -1.32 0.56 -2.90
H -1.17 -3.01 -1.86
H 0.09 -3.88 -0.19
H 0.68 -2.41 0.37
H 0.02 0.02 0.06
H 0.24 0.91 -1.24
H 1.28 -0.34 -1.02
H -3.57 0.56 0.06
H -2.26 1.30 -0.53
H -3.72 1.62 -1.23
H 3.21 -1.81 1.45
H 2.08 -0.72 1.57
O 2.51 -1.34 0.98
H 4.89 0.57 -0.06
H 3.52 -0.20 -0.25
O 4.07 0.54 -0.56
H -1.42 -0.07 2.29
H -2.09 -1.22 1.58
O -1.97 -0.27 1.52
H -1.37 -2.86 3.62
H 0.07 -2.35 3.74
O -0.70 -2.36 3.15
H 1.58 1.25 1.99
H 0.16 1.67 1.95
O 0.75 1.05 1.50
H 3.11 1.41 3.58
H 4.02 1.48 2.32
O 3.25 1.03 2.70
H 1.69 2.74 -2.69
H 1.86 2.57 -1.22
O 1.19 2.46 -1.91
H -1.47 3.69 -0.24
H -0.47 2.91 -1.16
O -1.24 2.82 -0.58

ΔE to the lowest compared entry with this formula, charge and spin ... 0.0 kJ/mol
Maximum force ... 0.0254 Eh/bohr
Spin multiplicity ... 1
Gap between HOMO and LUMO ... 9.19 eV
Charge ... +2


# 4
Entry from OMol25: a structure of composition C5H11N2 at a distorted geometry (ωB97M-V/def2-TZVPD).

Cartesian coordinates (Å):
C 1.59 -0.20 -0.73
C 1.16 0.73 0.06
C -1.15 1.19 -2.06
C 0.70 -0.92 2.29
C -1.33 0.27 -0.89
N -0.04 -1.07 1.08
N 0.24 -0.35 -0.07
H 2.33 -0.81 -1.22
H 1.19 1.73 0.49
H -1.13 2.19 -1.67
H -0.11 1.06 -2.51
H -2.07 0.96 -2.56
H 1.69 -1.03 2.11
H 0.25 0.06 2.74
H 0.39 -1.60 2.96
H -1.69 -0.66 -1.06
H -1.73 0.50 0.06
H -0.29 -2.04 0.97

ΔE to the lowest compared entry with this formula, charge and spin ... 617.1 kJ/mol
Maximum force ... 0.1070 Eh/bohr
Spin multiplicity ... 1
Gap between HOMO and LUMO ... 10.02 eV
Charge ... +1


# 5
Entry from OMol25: a structure of composition C20H35EuNSi2 at a distorted geometry (ωB97M-V/def2-TZVPD).

Cartesian coordinates (Å):
C 1.04 -0.84 -3.12
C 0.29 2.35 -2.52
C -0.37 -0.85 -2.75
H 0.88 -1.27 -4.11
C -1.03 2.28 -2.26
H 0.92 2.91 -1.82
H -0.68 -1.60 -1.99
H -1.43 2.77 -1.34
C -1.43 -0.07 -3.42
H -2.27 -0.78 -3.46
H -1.02 0.05 -4.43
C 1.90 0.45 -3.26
H 2.65 0.25 -4.04
H 2.47 0.62 -2.33
C 1.09 1.71 -3.63
H 0.42 1.51 -4.47
H 1.80 2.48 -3.93
C -2.01 1.32 -2.93
H -2.37 1.88 -3.81
H -2.90 1.15 -2.30
Eu -0.32 0.47 -0.90
H 1.59 -1.57 -2.50
C -2.61 -2.23 -0.71
Si -1.66 -1.35 0.69
C -2.54 0.34 0.80
C -2.33 -2.47 2.01
C 0.46 -0.90 0.72
C 1.46 0.58 0.76
C 2.72 0.80 1.36
C 3.19 2.08 1.59
C 2.52 3.26 1.21
C 1.38 3.09 0.44
N 1.04 1.82 0.25
Si 0.65 -1.24 2.50
C -0.46 -0.02 3.44
C 0.62 -3.05 3.05
C 2.16 -0.89 3.59
H -3.62 -2.45 -0.33
H -2.11 -3.18 -0.94
H -2.74 -1.63 -1.62
H -3.62 0.12 0.94
H -2.21 0.95 1.66
H -2.45 0.94 -0.12
H -2.03 -3.50 1.76
H -2.02 -2.24 3.03
H -3.42 -2.43 1.97
H 3.31 -0.04 1.69
H 4.12 2.25 2.11
H 2.82 4.28 1.40
H 0.78 3.90 -0.05
H -1.54 -0.18 3.37
H -0.19 -0.08 4.51
H -0.23 1.00 3.11
H 1.52 -3.54 2.66
H 0.70 -3.04 4.15
H -0.25 -3.66 2.79
H 3.04 -1.45 3.26
H 2.40 0.18 3.67
H 1.93 -1.22 4.61

ΔE to the lowest compared entry with this formula, charge and spin ... 389.1 kJ/mol
Maximum force ... 0.0547 Eh/bohr
Spin multiplicity ... 8
Gap between HOMO and LUMO (alpha / beta) ... 5.34 / 5.49 eV


# 6
Entry from OMol25: a structure of composition C32H37BaN10OSSb at a distorted geometry (ωB97M-V/def2-TZVPD).

Cartesian coordinates (Å):
Ba -0.17 0.45 -0.20
C 3.04 -1.75 -1.58
C 3.29 -0.28 -1.63
C 4.54 0.22 -2.00
C 4.74 1.59 -2.01
C 3.69 2.43 -1.68
C 2.46 1.87 -1.35
N 2.28 0.55 -1.32
Sb 0.97 3.50 -1.06
C -0.86 2.87 -2.14
C -1.43 3.94 -2.81
C -2.50 3.69 -3.65
C -2.97 2.40 -3.78
C -2.37 1.37 -3.05
C -2.88 -0.03 -3.06
N -1.32 1.63 -2.27
C 0.41 3.42 1.08
C 0.85 4.53 1.78
C 0.44 4.68 3.10
C -0.42 3.74 3.65
C -0.82 2.65 2.88
C -1.78 1.61 3.39
N -0.38 2.49 1.63
H 3.97 -2.31 -1.67
H 2.52 -2.04 -0.66
H 2.36 -2.05 -2.38
H 5.33 -0.46 -2.26
H 5.71 2.00 -2.28
H 3.82 3.51 -1.70
H -1.04 4.95 -2.70
H -2.96 4.50 -4.21
H -3.80 2.17 -4.43
H -3.78 -0.12 -3.67
H -2.11 -0.72 -3.44
H -3.08 -0.36 -2.04
H 1.48 5.27 1.32
H 0.77 5.53 3.69
H -0.79 3.85 4.66
H -2.19 1.90 4.36
H -2.58 1.46 2.67
H -1.28 0.65 3.51
N -1.61 -4.59 -1.43
C -1.03 -3.53 -0.73
S -0.36 -2.26 -1.71
N -1.07 -3.63 0.55
N -0.34 -2.70 1.28
C -1.03 -1.99 2.09
C -2.52 -1.88 2.10
C -3.37 -2.58 2.94
C -4.74 -2.39 2.87
C -5.25 -1.47 1.96
C -4.42 -0.74 1.13
C -3.03 -0.92 1.19
O -2.17 -0.23 0.48
H -1.97 -4.33 -2.33
H -2.24 -5.14 -0.86
H -0.46 -1.37 2.78
H -2.96 -3.31 3.63
H -5.41 -2.95 3.51
H -6.33 -1.32 1.91
H -4.81 -0.01 0.44
C 3.54 0.85 1.73
N 2.30 0.14 2.09
C 1.86 0.68 3.39
N 2.86 0.52 4.43
C 4.07 1.21 4.01
N 4.59 0.70 2.73
C 4.85 -0.73 2.90
N 3.66 -1.48 3.30
C 2.63 -1.29 2.27
C 3.17 -0.91 4.55
H 3.31 1.91 1.61
H 3.91 0.46 0.78
H 0.95 0.15 3.69
H 1.63 1.74 3.27
H 4.84 1.09 4.77
H 3.85 2.28 3.90
H 5.63 -0.86 3.65
H 5.22 -1.13 1.95
H 1.73 -1.84 2.54
H 2.99 -1.69 1.33
H 3.93 -1.04 5.33
H 2.27 -1.45 4.86

ΔE to the lowest compared entry with this formula, charge and spin ... 118.0 kJ/mol
Maximum force ... 0.0412 Eh/bohr
Spin multiplicity ... 1
Gap between HOMO and LUMO ... 6.10 eV


# 7
Entry from OMol25: a structure of composition C58H47Cl5N2OP2TeTi at a distorted geometry (ωB97M-V/def2-TZVPD).

Cartesian coordinates (Å):
Ti 0.12 -0.15 -0.77
Cl 1.03 5.60 -5.04
C 0.54 4.25 -4.13
C 1.49 3.44 -3.51
Cl 3.16 3.79 -3.62
C 1.06 2.33 -2.79
Cl 2.15 1.32 -1.93
C -0.29 1.98 -2.67
O -0.60 0.87 -2.00
C -1.23 2.85 -3.22
Cl -2.90 2.61 -2.93
C -0.82 3.96 -3.96
Cl -1.99 5.00 -4.65
C -1.13 -3.61 1.25
C -1.62 -3.29 -0.20
P -2.08 -1.57 -0.73
C -3.88 -1.38 -0.39
C -4.74 -2.33 -0.93
C -6.11 -2.20 -0.78
C -6.65 -1.10 -0.14
C -5.80 -0.14 0.39
C -4.43 -0.29 0.28
C -2.24 -1.80 -2.56
C -2.86 -0.72 -3.20
C -2.97 -0.68 -4.58
C -2.45 -1.73 -5.34
C -1.88 -2.82 -4.71
C -1.77 -2.86 -3.33
C -0.40 -2.50 2.04
P -1.73 -1.27 2.48
C -2.70 -2.32 3.62
C -4.02 -2.66 3.35
C -4.72 -3.47 4.23
C -4.11 -3.93 5.39
C -2.80 -3.58 5.67
C -2.09 -2.79 4.79
C -1.04 -0.14 3.75
C -1.99 0.58 4.48
C -1.60 1.41 5.51
C -0.25 1.51 5.84
C 0.69 0.82 5.10
C 0.30 0.03 4.03
H -0.48 -4.48 1.17
H -1.99 -3.90 1.85
H -2.49 -3.91 -0.42
H -0.82 -3.55 -0.89
H -4.34 -3.17 -1.49
H -6.76 -2.97 -1.18
H -7.72 -0.98 -0.05
H -6.21 0.74 0.88
H -3.79 0.45 0.75
H -3.27 0.07 -2.60
H -3.45 0.15 -5.06
H -2.51 -1.70 -6.42
H -1.50 -3.65 -5.30
H -1.34 -3.74 -2.88
H 0.37 -2.01 1.40
H 0.08 -2.93 2.92
H -4.50 -2.29 2.45
H -5.75 -3.73 4.01
H -4.66 -4.57 6.07
H -2.33 -3.92 6.59
H -1.07 -2.52 5.02
H -3.04 0.46 4.25
H -2.33 1.96 6.08
H 0.06 2.12 6.68
H 1.74 0.89 5.38
H 1.04 -0.49 3.44
Te 2.81 -0.15 0.58
C 3.76 -0.80 2.40
C 3.20 -0.96 3.66
C 4.02 -1.27 4.74
C 5.38 -1.44 4.57
C 5.94 -1.29 3.31
C 5.13 -0.98 2.23
C 3.77 1.74 0.91
C 3.65 2.41 2.12
C 4.38 3.56 2.36
C 5.25 4.04 1.39
C 5.38 3.37 0.18
C 4.64 2.22 -0.06
H 2.14 -0.84 3.83
H 3.58 -1.38 5.72
H 6.01 -1.69 5.41
H 7.00 -1.43 3.16
H 5.56 -0.85 1.24
H 3.00 2.01 2.89
H 4.29 4.07 3.31
H 5.83 4.93 1.57
H 6.06 3.73 -0.57
H 4.78 1.68 -0.99
N 1.82 5.91 1.78
C 1.02 5.14 1.48
C 0.06 4.16 1.10
C -1.31 4.42 1.08
C -2.16 3.41 0.67
C -1.62 2.20 0.29
N -0.31 1.92 0.34
C 0.51 2.89 0.73
H -1.68 5.39 1.38
H -3.23 3.57 0.63
H -2.25 1.41 -0.10
H 1.57 2.68 0.75
C 1.01 -1.58 -2.06
C 2.30 -2.21 -1.70
C 2.35 -3.17 -0.68
C 3.56 -3.71 -0.27
C 4.75 -3.29 -0.85
C 4.71 -2.38 -1.89
C 3.50 -1.85 -2.32
H 1.09 -1.08 -3.03
H 0.26 -2.37 -2.17
H 1.43 -3.53 -0.24
H 3.58 -4.47 0.50
H 5.69 -3.70 -0.52
H 5.63 -2.08 -2.39
H 3.48 -1.18 -3.17

Maximum force ... 0.0344 Eh/bohr
Spin multiplicity ... 1
Gap between HOMO and LUMO ... 6.13 eV
Charge ... +2


# 8
Entry from OMol25: the molecule C6H9N (ωB97M-V/def2-TZVPD).

Cartesian coordinates (Å):
C -2.08 -0.73 -1.36
C -1.03 -0.20 -0.43
C 0.20 0.34 -0.74
C 0.97 0.40 0.46
C 2.40 0.85 0.56
C 0.17 -0.08 1.46
N -1.04 -0.45 0.92
H -3.06 -0.84 -0.88
H -2.20 -0.09 -2.24
H -1.77 -1.72 -1.72
H 0.51 0.65 -1.73
H 2.76 0.83 1.59
H 2.52 1.87 0.18
H 3.07 0.21 -0.03
H 0.39 -0.25 2.51
H -1.83 -0.79 1.44

SMILES ... Cc1c[nH]c(C)c1
ΔE to the lowest compared entry with this formula, charge and spin ... 11.9 kJ/mol
Maximum force ... 0.0052 Eh/bohr
Spin multiplicity ... 1
Gap between HOMO and LUMO ... 8.86 eV